[1]
{"formula": "C27H26HgIN5O4S2", "method": "wB97M-V/def2-TZVPD", "s2": 0.79, "de_lowest_kj_mol": 77.3, "fmax_ha_per_bohr": 0.041, "lumo_ev": [2.100, 2.099], "homo_ev": [-2.6, -4.4], "homo_lumo_gap_ev": [4.7, 6.5], "multiplicity": 2, "total_charge": -1, "species": ["Hg", "C", "C", "N", "C", "C", "C", "O", "C", "C", "N", "C", "C", "C", "C", "C", "C", "I", "C", "O", "H", "H", "H", "H", "H", "H", "H", "H", "H", "H", "H", "H", "O", "C", "C", "C", "C", "C", "C", "C", "O", "N", "N", "C", "S", "C", "C", "S", "H", "H", "H", "H", "H", "H", "H", "H", "H", "C", "C", "C", "N", "H", "H", "H", "H", "H"], "coordinates": [[1.20538, 0.41021, 0.21050], [-0.78800, 2.08633, -3.44377], [-1.57733, 2.30828, -2.18583], [-2.85569, 2.65290, -2.29529], [-3.54863, 2.81776, -1.16103], [-3.04905, 2.60411, 0.10211], [-3.94155, 2.81101, 1.28746], [-4.30061, 1.59122, 1.95754], [-1.68960, 2.18897, 0.25981], [-1.19911, 1.85827, 1.54698], [0.05260, 1.43729, 1.88116], [0.40408, 1.28862, 3.18082], [-0.42388, 1.61484, 4.29766], [-0.08690, 1.31075, 5.59782], [1.10897, 0.66337, 5.89827], [2.01412, 0.46025, 4.86229], [1.68315, 0.79680, 3.56765], [3.29767, 0.76656, 2.14796], [-0.91450, 2.11302, -0.95060], [0.37157, 1.88028, -0.96475], [-1.36756, 2.39785, -4.31016], [-0.52489, 1.02875, -3.54203], [0.15407, 2.63431, -3.39285], [-4.57781, 3.14592, -1.28709], [-4.87698, 3.27727, 0.97052], [-3.46356, 3.48425, 2.01161], [-3.65555, 0.92765, 1.69064], [-1.90535, 1.96810, 2.36322], [-1.35229, 2.14092, 4.12591], [-0.76658, 1.59339, 6.39348], [1.36134, 0.38719, 6.91317], [2.99142, 0.04599, 5.07297], [5.06354, 0.64965, -2.30313], [4.71141, -0.11080, -3.35296], [5.58198, -0.17551, -4.44259], [5.26562, -0.93691, -5.54960], [4.07994, -1.66382, -5.58800], [3.21535, -1.60926, -4.51200], [3.50706, -0.83502, -3.38902], [2.55572, -0.76134, -2.25106], [2.91071, -0.11476, -1.19672], [1.40189, -1.37789, -2.42191], [0.51764, -1.19001, -1.39270], [-0.61165, -1.75106, -1.51808], [-1.01240, -2.78804, -2.90350], [-2.58832, -3.34100, -2.17491], [-3.18660, -2.16510, -1.43555], [-1.88072, -1.54968, -0.32178], [4.33100, 0.55807, -1.64499], [6.50841, 0.38235, -4.39475], [5.94646, -0.96036, -6.39185], [3.83651, -2.26406, -6.45536], [2.28653, -2.16199, -4.50375], [-2.37462, -4.15954, -1.48747], [-3.23390, -3.69017, -2.98040], [-4.03792, -2.44595, -0.81622], [-3.47144, -1.35947, -2.11178], [-1.39638, -1.91871, 4.35264], [-0.61747, -2.91434, 3.48516], [0.15463, -2.23010, 2.46611], [0.76256, -1.67998, 1.66515], [-1.98272, -2.46075, 5.09405], [-2.07199, -1.32845, 3.73468], [-0.71841, -1.23619, 4.86208], [-1.30373, -3.59871, 2.98202], [0.07233, -3.50353, 4.09211]], "forces_ev_per_a": [[0.19, -0.88, 0.83], [0.06, 0.03, 0.15], [-0.08, -0.07, -0.04], [0.08, -0.01, -0.08], [-0.11, 0.04, 0.01], [0.00, -0.02, 0.00], [0.02, 0.01, 0.00], [-0.06, -0.07, 0.03], [0.24, -0.09, -0.32], [-0.07, 0.17, 0.27], [0.13, 0.13, 0.19], [0.05, -0.03, 0.11], [-0.17, 0.05, -0.19], [0.16, -0.10, 0.03], [-0.08, 0.09, 0.11], [0.01, -0.08, -0.01], [0.43, 0.13, -0.45], [-0.14, -0.02, 0.85], [-0.11, 0.09, 0.25], [-0.92, 1.44, -1.25], [-0.04, 0.01, 0.01], [0.05, 0.01, -0.03], [0.01, -0.01, -0.09], [-0.01, -0.03, 0.08], [0.04, 0.00, -0.03], [-0.01, -0.05, 0.01], [0.01, 0.02, -0.02], [-0.01, 0.02, -0.08], [-0.01, -0.03, -0.02], [-0.03, -0.05, 0.00], [0.03, 0.02, 0.00], [0.02, 0.04, -0.02], [0.20, 0.08, -0.08], [-0.09, -0.12, -0.04], [0.10, 0.04, -0.02], [-0.02, 0.03, 0.06], [-0.05, -0.07, -0.09], [0.06, 0.05, 0.05], [0.13, 0.03, 0.03], [-0.59, -0.25, 0.28], [0.40, -0.13, -0.41], [0.23, -0.08, -0.34], [-0.06, 0.10, 0.04], [0.20, -0.22, -0.25], [-0.07, 0.08, 0.12], [0.19, 0.07, -0.11], [0.22, 0.21, 0.23], [-0.25, -0.10, 0.02], [-0.08, -0.04, 0.04], [-0.02, 0.04, 0.02], [0.02, -0.03, 0.00], [-0.01, 0.00, 0.01], [-0.02, 0.00, -0.05], [-0.13, -0.05, -0.01], [0.01, 0.00, -0.02], [0.00, -0.01, 0.00], [-0.05, -0.05, -0.04], [0.04, -0.05, -0.05], [-0.28, 0.01, 0.27], [0.23, 0.06, -0.23], [-0.04, -0.37, 0.24], [0.00, 0.01, 0.01], [0.00, 0.03, 0.03], [-0.01, 0.02, 0.00], [0.08, -0.04, -0.01], [-0.03, -0.03, -0.03]], "nbo_charge": [1.5720, -0.6405, 0.1328, -0.4688, -0.0099, -0.1329, -0.0822, -0.7406, -0.0908, -0.0711, -0.7186, 0.2120, -0.3120, -0.2009, -0.3152, -0.2442, -0.1934, 0.1296, 0.3044, -0.8946, 0.2098, 0.2193, 0.2248, 0.1673, 0.1742, 0.1588, 0.4719, 0.1606, 0.2121, 0.2044, 0.2049, 0.2158, -0.6875, 0.3439, -0.2899, -0.1858, -0.2793, -0.1529, -0.1558, 0.5945, -0.8372, -0.4746, -0.4003, -0.0730, 0.2660, -0.5418, -0.5269, 0.2708, 0.5153, 0.2130, 0.2002, 0.2023, 0.2352, 0.2116, 0.2258, 0.2268, 0.2327, -0.5932, -0.5134, 0.3659, -0.4050, 0.2069, 0.2223, 0.2387, 0.2434, 0.2423]}



[2]
{"formula": "C27H26IrN3O2S6", "method": "wB97M-V/def2-TZVPD", "s2": 6.02, "de_lowest_kj_mol": 52.4, "fmax_ha_per_bohr": 0.026, "lumo_ev": [0.352, -2.326], "homo_ev": [-5.6, -7.3], "homo_lumo_gap_ev": [6.0, 4.9], "multiplicity": 5, "species": ["Ir", "S", "C", "S", "S", "O", "N", "C", "C", "C", "C", "C", "S", "H", "H", "H", "H", "N", "C", "S", "N", "C", "C", "C", "C", "C", "C", "H", "H", "H", "H", "H", "H", "H", "H", "O", "S", "C", "C", "C", "C", "C", "C", "C", "C", "C", "C", "C", "C", "C", "C", "H", "H", "H", "H", "H", "H", "H", "H", "H", "H", "H", "H", "H", "H"], "coordinates": [[-0.05594, -1.18004, 1.52014], [-1.08528, 1.11618, 5.37822], [-0.63335, 0.24062, 4.02241], [0.51925, 0.84071, 2.90602], [-1.34282, -1.26124, 3.65162], [-0.10925, -3.18267, 0.42069], [0.15708, -3.26884, -0.86808], [0.15502, -4.51321, -1.40427], [0.39152, -4.71938, -2.73368], [0.63805, -3.61011, -3.54918], [0.65465, -2.35939, -2.98919], [0.43364, -2.15785, -1.61125], [0.52210, -0.62146, -0.87458], [-0.05824, -5.29185, -0.68848], [0.38136, -5.72662, -3.12256], [0.81199, -3.73449, -4.60950], [0.84784, -1.47778, -3.58457], [3.53196, -0.36326, 2.18472], [3.08694, -1.57372, 1.82651], [1.91632, -2.38307, 2.75938], [3.57670, -2.15231, 0.71443], [4.53642, -1.63888, -0.19218], [4.31679, -1.80905, -1.55418], [5.25080, -1.34991, -2.46700], [6.40364, -0.70930, -2.03206], [6.62573, -0.55459, -0.67239], [5.70400, -1.02789, 0.25167], [2.98669, 0.09635, 2.89976], [4.01633, 0.21725, 1.51682], [3.06051, -2.97501, 0.43893], [3.40835, -2.28947, -1.89187], [5.06902, -1.48332, -3.52556], [7.12693, -0.34192, -2.74739], [7.53227, -0.07996, -0.32056], [5.91076, -0.95243, 1.31102], [-2.01374, 0.18583, 0.93718], [-2.84250, 0.33827, -0.31198], [-4.57543, 0.17555, 0.23213], [-4.97368, 1.12347, 1.32051], [-4.47381, 0.96685, 2.61072], [-4.79065, 1.88963, 3.59744], [-5.61641, 2.96754, 3.30873], [-6.12768, 3.12228, 2.02773], [-5.80253, 2.20617, 1.03836], [-2.79335, 2.11746, -0.60653], [-1.40894, 2.48245, -1.06159], [-1.00718, 2.25645, -2.37437], [0.28507, 2.55356, -2.77366], [1.19376, 3.06722, -1.85785], [0.80302, 3.28248, -0.54460], [-0.49530, 2.99291, -0.14818], [-4.63303, -0.86819, 0.54441], [-5.17653, 0.30472, -0.67086], [-3.82025, 0.13498, 2.83990], [-4.38062, 1.76425, 4.59097], [-5.86446, 3.68434, 4.08077], [-6.77771, 3.95642, 1.79781], [-6.19837, 2.33184, 0.03648], [-3.03736, 2.57279, 0.35289], [-3.56197, 2.36466, -1.34284], [-1.70948, 1.83576, -3.08560], [0.58859, 2.37142, -3.79640], [2.20604, 3.29279, -2.16747], [1.50951, 3.66927, 0.17843], [-0.79276, 3.13475, 0.88360]], "forces_ev_per_a": [[0.42, -0.45, -1.13], [-0.13, 0.28, 0.45], [0.25, -0.74, -1.10], [-0.15, 0.61, 0.60], [-0.10, 0.26, 0.61], [-0.13, -0.07, 0.09], [0.02, 0.08, 0.08], [-0.03, 0.01, -0.07], [0.01, -0.03, 0.02], [-0.01, 0.04, -0.01], [0.03, 0.00, 0.00], [0.01, -0.06, 0.01], [0.07, -0.07, 0.46], [0.00, 0.01, 0.01], [-0.01, 0.00, -0.01], [0.01, 0.00, 0.00], [0.01, 0.00, 0.01], [0.01, 0.00, -0.03], [-0.15, 0.06, 0.15], [0.07, 0.07, -0.16], [0.04, -0.10, -0.04], [-0.08, -0.03, 0.05], [0.02, 0.05, -0.03], [0.00, 0.01, -0.01], [-0.02, -0.01, 0.01], [-0.01, -0.01, 0.00], [0.08, -0.01, -0.01], [0.00, 0.01, 0.04], [-0.03, -0.01, -0.01], [0.04, 0.00, 0.02], [-0.08, -0.01, -0.02], [0.01, 0.00, 0.00], [0.00, 0.00, 0.00], [0.00, 0.00, 0.00], [-0.02, 0.00, -0.01], [-0.43, 0.04, -0.20], [0.33, -0.12, 0.36], [0.00, 0.06, -0.02], [0.02, 0.01, -0.04], [0.02, 0.00, 0.05], [0.00, 0.00, -0.05], [0.00, 0.00, 0.01], [0.01, -0.01, 0.00], [0.00, 0.00, 0.02], [-0.01, 0.06, -0.10], [-0.04, 0.03, 0.00], [-0.03, 0.08, -0.02], [0.01, 0.01, 0.02], [-0.02, 0.00, -0.01], [-0.01, -0.03, -0.01], [0.05, -0.08, 0.03], [-0.02, 0.00, 0.00], [-0.04, -0.03, 0.02], [0.02, -0.01, -0.02], [-0.02, 0.01, 0.01], [0.00, 0.00, 0.00], [0.00, 0.00, 0.00], [0.00, 0.00, 0.00], [-0.03, 0.07, -0.02], [0.03, -0.01, -0.01], [-0.01, 0.01, 0.00], [0.00, 0.01, -0.01], [0.01, -0.01, 0.00], [0.00, 0.01, 0.01], [0.00, 0.00, 0.01]], "nbo_charge": [0.8502, 0.3451, -0.5852, -0.1706, -0.0924, -0.6064, 0.0033, 0.0197, -0.2750, -0.1871, -0.2455, 0.0089, -0.2244, 0.2365, 0.2292, 0.2215, 0.2329, -0.7928, 0.3428, -0.1939, -0.6132, 0.2150, -0.2499, -0.1787, -0.2257, -0.1918, -0.2826, 0.4350, 0.4018, 0.4276, 0.2245, 0.2160, 0.2175, 0.2181, 0.2292, -1.0149, 1.2815, -0.6149, -0.0710, -0.2026, -0.1912, -0.2128, -0.2295, -0.1672, -0.6481, 0.0415, -0.2193, -0.2051, -0.2096, -0.1963, -0.2243, 0.2504, 0.2304, 0.2428, 0.2185, 0.2144, 0.2137, 0.1986, 0.2528, 0.2318, 0.2060, 0.2110, 0.2121, 0.2142, 0.2277]}



[3]
{"formula": "C27H26N2O3PS4TeW", "method": "wB97M-V/def2-TZVPD", "s2": 2.02, "fmax_ha_per_bohr": 0.035, "lumo_ev": [-3.613, -3.922], "homo_ev": [-9.9, -10.0], "homo_lumo_gap_ev": [6.3, 6.1], "multiplicity": 3, "total_charge": 1, "species": ["W", "O", "C", "S", "C", "C", "S", "S", "S", "N", "C", "C", "C", "C", "C", "C", "P", "C", "C", "C", "C", "C", "C", "C", "C", "C", "C", "C", "C", "H", "H", "H", "H", "H", "H", "H", "H", "H", "H", "H", "H", "H", "H", "H", "H", "C", "Te", "C", "H", "H", "H", "H", "H", "H", "O", "C", "C", "C", "C", "O", "N", "H", "H", "H", "H"], "coordinates": [[-0.42636, 0.08912, 1.25764], [2.87814, -5.82698, -0.20656], [2.30894, -4.83178, 0.10264], [3.12464, -3.28728, 0.43154], [1.67544, -2.37458, 0.80424], [0.49224, -3.02708, 0.72704], [-1.06546, -2.31838, 1.08424], [0.54234, -4.71658, 0.28764], [1.85254, -0.73208, 1.34534], [-1.22026, 1.97332, -0.18416], [-2.05266, 1.48492, -1.25106], [-3.22526, 2.11892, -1.62306], [-3.94866, 1.63132, -2.70226], [-3.48346, 0.53992, -3.41656], [-2.31966, -0.10628, -3.03256], [-1.61316, 0.34192, -1.92526], [-0.12026, -0.38978, -1.17006], [1.15284, 0.68172, -1.91066], [1.30114, 0.71192, -3.29576], [2.24624, 1.54362, -3.86316], [3.04534, 2.34062, -3.05526], [2.88654, 2.32932, -1.67846], [1.92864, 1.51072, -1.10316], [0.09154, -1.97948, -2.00786], [1.34344, -2.40548, -2.44856], [1.46904, -3.64218, -3.05746], [0.35814, -4.45388, -3.22896], [-0.88246, -4.04468, -2.76396], [-1.01846, -2.81478, -2.14526], [-1.72556, 2.72012, 0.30264], [-0.36906, 2.39302, -0.58066], [-3.57266, 2.98572, -1.07906], [-4.86716, 2.11612, -2.99406], [-4.02936, 0.17992, -4.27526], [-1.96866, -0.96088, -3.58986], [0.68274, 0.07302, -3.91076], [2.36274, 1.56492, -4.93616], [3.79294, 2.97022, -3.51016], [3.51024, 2.94872, -1.05136], [1.81284, 1.49042, -0.01986], [2.20724, -1.77018, -2.31006], [2.43884, -3.97608, -3.38986], [0.45754, -5.41338, -3.71106], [-1.74036, -4.69168, -2.87266], [-1.97906, -2.49808, -1.75906], [1.21724, -1.46128, 4.46144], [-0.78976, -1.01348, 3.79964], [-0.99506, 0.38192, 5.46284], [1.17844, -1.78508, 5.50054], [1.82684, -0.56218, 4.35654], [1.62794, -2.25408, 3.84554], [-0.14486, 1.05562, 5.52264], [-1.05786, -0.20648, 6.37514], [-1.92116, 0.93832, 5.34154], [-2.19896, 1.35192, 2.35024], [-1.30026, 2.13402, 2.71824], [-1.39776, 3.40062, 3.52824], [0.04594, 3.91062, 3.51924], [0.84744, 2.81702, 2.82034], [2.03304, 2.76112, 2.64834], [-0.04566, 1.85632, 2.36594], [-1.74956, 3.16832, 4.53474], [-2.11546, 4.09832, 3.09424], [0.44904, 4.09182, 4.51454], [0.15644, 4.83852, 2.95684]], "forces_ev_per_a": [[-0.07, 0.19, -0.45], [0.22, -0.40, -0.18], [-0.31, 0.37, 0.17], [-0.02, 0.24, 0.09], [-0.41, -0.63, 0.03], [0.62, 0.01, 0.04], [0.14, 0.31, 0.08], [-0.08, 0.02, 0.08], [-0.56, 0.52, 0.01], [0.40, -0.26, 0.35], [-0.26, -0.35, -0.60], [0.14, -0.01, 0.06], [0.07, -0.02, 0.03], [-0.02, 0.01, -0.08], [0.08, 0.06, 0.09], [-0.06, 0.10, 0.46], [0.13, 0.25, -1.27], [-0.01, 0.00, 0.33], [0.00, -0.01, 0.16], [-0.03, -0.04, -0.07], [0.01, 0.01, 0.03], [0.04, 0.15, -0.09], [-0.03, -0.09, 0.07], [-0.13, -0.09, 0.27], [-0.18, 0.17, 0.05], [0.01, -0.03, -0.04], [-0.07, 0.08, -0.01], [-0.01, -0.02, -0.10], [0.02, 0.08, -0.01], [0.28, -0.42, 0.09], [-0.22, -0.08, 0.11], [-0.03, 0.11, 0.04], [-0.08, 0.05, -0.01], [-0.07, -0.01, -0.05], [0.00, -0.08, -0.03], [-0.01, 0.00, -0.12], [0.04, 0.02, -0.08], [0.11, 0.10, -0.02], [0.03, 0.06, 0.04], [0.13, 0.07, -0.27], [0.08, -0.02, -0.03], [0.13, -0.03, -0.06], [0.05, -0.11, -0.04], [-0.07, -0.02, -0.01], [0.00, -0.08, -0.05], [-0.19, 0.02, -0.12], [0.35, -0.26, 1.76], [-0.01, -0.03, -0.47], [-0.17, 0.04, -0.05], [-0.17, -0.08, -0.03], [-0.06, -0.04, -0.07], [0.08, 0.04, -0.06], [0.03, -0.10, -0.07], [-0.03, -0.02, -0.02], [0.02, -0.35, -0.28], [-0.03, 0.64, 0.44], [-0.11, 0.07, 0.06], [0.02, 0.08, 0.08], [0.47, 0.23, 0.09], [-0.01, 0.10, 0.01], [-0.20, -0.29, -0.14], [-0.06, -0.04, -0.07], [-0.01, -0.09, -0.02], [0.04, -0.03, -0.04], [0.05, -0.03, 0.00]], "nbo_charge": [0.7785, -0.5263, 0.2136, 0.3558, -0.4425, -0.3979, -0.0370, 0.3644, 0.0120, -0.8117, 0.1340, -0.2186, -0.1653, -0.2134, -0.1120, -0.4060, 1.1294, -0.3901, -0.1932, -0.1859, -0.1938, -0.1484, -0.2402, -0.4000, -0.1856, -0.2084, -0.1872, -0.1552, -0.2158, 0.4088, 0.4243, 0.2219, 0.2339, 0.2330, 0.2275, 0.2262, 0.2289, 0.2288, 0.2246, 0.2309, 0.2347, 0.2347, 0.2311, 0.2222, 0.2309, -0.8383, 0.8468, -0.8995, 0.2399, 0.2390, 0.2440, 0.2233, 0.2487, 0.2291, -0.6450, 0.6994, -0.5168, -0.5149, 0.6951, -0.5291, -0.7452, 0.2601, 0.2544, 0.2591, 0.2543]}